(1)
# C21H35N2O3PS

A cluster of 4 separate species, C21H35N2O3PS in total (ωB97M-V with the def2-TZVPD basis set, OMol25).

Results
HOMO-LUMO gap = 0.286 hartree
Largest force on an atom = 5.48 eV/Å
Total charge = 0
Structure (SMILES) = N=[PH2]N1c2ccccc2Sc2ccccc21.CC(C)O.CC(C)O.CC(C)O

CARTESIAN COORDINATES (ANGSTROEM)
N 4.944886 1.706840 2.383840
P 3.643325 1.146557 1.540221
N 3.708789 -0.591352 1.200700
C 2.456830 -1.145168 0.569727
C 1.163169 -0.261399 0.035028
C -0.159012 -0.994957 -0.641809
C -0.316498 -2.634082 -0.805642
C 0.982900 -3.531671 -0.279720
C 2.300024 -2.798576 0.366257
S 3.830833 -3.793956 0.932182
C 5.256142 -2.678372 0.317358
C 6.604500 -3.311136 -0.367362
C 7.747994 -2.262363 -0.905411
C 7.569148 -0.632202 -0.784404
C 6.179671 -0.061100 -0.049406
C 4.979352 -1.041455 0.526627
H 5.599491 0.881436 2.527265
H 3.463105 1.836664 0.273539
H 2.499923 1.357314 2.435065
H 1.163309 0.906895 0.089644
H -1.032838 -0.313605 -1.020448
H -1.234709 -3.184417 -1.280890
H 1.011416 -4.722697 -0.349196
H 6.725506 -4.491924 -0.487045
H 8.717197 -2.755047 -1.397950
H 8.370693 0.154748 -1.187560
H 6.108204 1.102251 0.046484
C -3.711181 -2.772685 0.870625
C -4.471223 -4.023844 0.460138
C -4.672476 -4.961987 1.639455
O -3.747749 -4.701201 -0.564067
H -2.714648 -3.026110 1.249453
H -3.562913 -2.112521 0.009277
H -4.249893 -2.220395 1.646773
H -5.444452 -3.743037 0.043019
H -3.709968 -5.293056 2.045597
H -5.209900 -5.863623 1.326626
H -5.239989 -4.475368 2.438688
H -2.882116 -4.954291 -0.202647
C -1.572306 2.777419 -3.383204
C -0.695875 3.122232 -2.189667
C 0.251604 4.267199 -2.510197
O 0.060570 1.974875 -1.812062
H -0.963985 2.457749 -4.236768
H -2.240432 1.943682 -3.141938
H -2.178957 3.635566 -3.688491
H -1.326559 3.394375 -1.336325
H 0.924637 4.000357 -3.332877
H 0.884645 4.496230 -1.646231
H -0.300323 5.170030 -2.789335
H 0.623559 1.726026 -2.563805
C -3.420924 4.680921 1.455452
C -4.180965 3.429762 1.044965
C -4.382218 2.491618 2.224282
O -3.457492 2.752405 0.020760
H -2.424391 4.427495 1.834281
H -3.272656 5.341085 0.594104
H -3.959636 5.233211 2.231600
H -5.154194 3.710569 0.627846
H -3.419711 2.160550 2.630425
H -4.919643 1.589982 1.911453
H -4.949732 2.978238 3.023516
H -2.591859 2.499315 0.382181

Forces on the atoms, in the same order (eV/Å):
N -1.40 -2.40 -1.71
P 2.99 0.50 2.65
N -0.70 -0.26 -2.55
C -4.22 -2.36 -2.19
C 0.18 -3.80 -0.39
C 2.34 -2.58 1.13
C 4.59 2.07 2.16
C 0.39 3.66 0.30
C -1.96 2.32 -0.94
S -0.14 2.33 -1.40
C 1.59 2.25 -0.95
C -0.83 4.46 0.31
C -2.62 1.14 1.35
C -3.36 -3.15 1.73
C 0.52 -3.06 -0.61
C 4.50 -1.92 -2.37
H -0.88 1.41 -0.16
H -0.41 -0.56 0.75
H 0.33 -0.47 -1.54
H -0.08 -2.54 -0.19
H 2.03 -1.38 0.86
H 1.93 1.42 1.02
H -0.09 3.00 0.12
H -0.36 3.03 0.33
H -2.38 1.40 1.21
H -2.02 -2.10 1.05
H 0.00 -2.50 -0.04
C -0.05 0.30 -0.10
C 0.50 -0.03 0.47
C -0.29 -0.22 0.06
O 0.16 -0.10 -0.29
H -0.12 -0.05 0.06
H -0.10 -0.07 0.12
H 0.09 -0.03 -0.06
H 0.20 -0.15 -0.14
H -0.03 0.17 -0.01
H 0.01 0.18 0.02
H 0.08 -0.08 -0.05
H -0.41 0.10 -0.06
C -0.34 -0.13 0.04
C 0.19 0.17 -0.65
C 0.11 0.24 0.22
O 0.15 -0.18 0.18
H 0.05 0.15 0.06
H 0.04 0.19 0.04
H 0.06 -0.12 0.01
H 0.14 -0.19 -0.08
H -0.16 -0.01 -0.03
H -0.15 0.00 -0.07
H 0.10 -0.09 0.01
H -0.24 0.06 0.30
C -0.05 0.33 -0.13
C 0.50 -0.07 0.46
C -0.29 -0.21 0.07
O 0.12 -0.10 -0.28
H -0.13 -0.08 0.08
H -0.11 -0.08 0.11
H 0.10 -0.04 -0.06
H 0.20 -0.14 -0.14
H -0.03 0.17 -0.01
H 0.02 0.18 0.02
H 0.08 -0.08 -0.05
H -0.39 0.07 -0.07


(2)
# C21H35N2O4

The ion C21H35N2O4 with charge +1 (ωB97M-V with the def2-TZVPD basis set, OMol25).

Results
HOMO-LUMO gap = 0.320 hartree
Largest force on an atom = 0.86 eV/Å
Energy above the lowest of the compared OMol25 structures with the same formula, charge and spin = 1.13 kcal/mol
Total charge = +1
Structure (SMILES) = COc1ccc(C[N@H+]2CC[C@H](N3C[C@@H](C)O[C@H](C)C3)CC2)c(OC)c1OC

CARTESIAN COORDINATES (ANGSTROEM)
C -6.907719 -0.666457 1.465082
O -5.909167 0.217007 1.000483
C -4.795434 -0.285715 0.417383
C -4.542219 -1.647201 0.301719
C -3.362766 -2.109468 -0.249277
C -2.421773 -1.221950 -0.735135
C -1.144328 -1.700434 -1.369923
N 0.033776 -1.059077 -0.730707
C 1.298670 -1.277585 -1.464498
C 2.399758 -0.420835 -0.859189
C 2.612498 -0.789802 0.622607
N 3.645382 -0.082986 1.339727
C 3.781294 1.345788 1.140146
C 4.711699 1.694719 -0.057067
C 5.846425 2.628620 0.362744
O 5.173625 0.509060 -0.682601
C 5.837904 -0.406077 0.177329
C 6.122023 -1.659428 -0.641848
C 4.954864 -0.698543 1.420009
C 1.266374 -0.608043 1.349823
C 0.182437 -1.445760 0.689154
C -2.672321 0.156376 -0.655966
O -1.656866 0.962801 -1.138214
C -1.967239 2.191434 -1.785162
C -3.841421 0.644683 -0.059702
O -3.930042 1.995322 0.060933
C -5.183110 2.650289 0.164409
H -7.696287 -0.026326 1.856141
H -7.308737 -1.280276 0.654199
H -6.532765 -1.308410 2.266742
H -5.260465 -2.361334 0.665429
H -3.185464 -3.171206 -0.311048
H -1.055868 -2.784631 -1.282968
H -1.131966 -1.428981 -2.429663
H -0.190270 -0.046468 -0.759804
H 1.146670 -1.015119 -2.513501
H 1.552307 -2.338856 -1.404616
H 3.328118 -0.557514 -1.413297
H 2.125980 0.632474 -0.941193
H 2.875303 -1.852896 0.673111
H 2.796551 1.793172 1.009530
H 4.209428 1.753663 2.061507
H 4.138851 2.183844 -0.853595
H 5.433399 3.587142 0.664250
H 6.407985 2.215269 1.196887
H 6.523520 2.784741 -0.473141
H 6.797321 0.025244 0.497322
H 5.194889 -2.146893 -0.934574
H 6.720838 -2.352880 -0.058813
H 6.668473 -1.389754 -1.541213
H 4.836845 -1.773897 1.556292
H 5.433236 -0.298431 2.319302
H 1.378246 -0.910829 2.389874
H 0.978107 0.444019 1.343855
H -0.778738 -1.301781 1.186869
H 0.441130 -2.506922 0.726834
H -2.836772 2.084952 -2.433571
H -1.091186 2.427910 -2.389356
H -2.143591 2.986470 -1.061532
H -5.892684 2.277037 -0.575222
H -4.967657 3.699626 -0.035313
H -5.607625 2.549390 1.163130

Forces on the atoms, in the same order (eV/Å):
C -0.24 -0.19 0.13
O 0.46 0.22 -0.18
C 0.08 -0.07 -0.05
C -0.18 0.09 0.08
C 0.16 0.21 -0.08
C 0.05 0.12 -0.03
C -0.69 -0.06 -0.29
N -0.14 0.16 -0.06
C 0.62 0.21 -0.36
C 0.17 -0.44 0.19
C -0.37 0.28 0.01
N 0.10 -0.05 0.10
C 0.06 -0.09 -0.03
C 0.00 0.36 0.01
C -0.23 -0.35 -0.29
O 0.13 -0.14 -0.06
C 0.18 -0.27 0.02
C -0.01 0.52 0.13
C 0.08 0.17 -0.04
C 0.28 -0.37 -0.24
C 0.03 0.12 0.85
C -0.18 -0.18 0.02
O -0.28 -0.38 0.40
C 0.09 0.58 -0.26
C 0.06 0.13 -0.10
O 0.37 -0.52 0.18
C -0.42 0.42 0.04
H 0.03 -0.10 -0.02
H 0.04 0.02 0.02
H 0.00 0.02 -0.04
H -0.12 -0.04 0.06
H 0.04 -0.15 -0.01
H 0.12 0.08 0.01
H 0.18 -0.02 0.10
H 0.09 -0.21 -0.03
H -0.15 -0.07 0.09
H -0.14 0.01 0.01
H -0.13 0.03 -0.06
H 0.00 0.13 -0.04
H -0.04 0.00 -0.03
H -0.03 0.08 0.03
H -0.06 0.09 -0.03
H 0.02 -0.01 0.15
H -0.02 0.13 0.09
H 0.07 -0.01 0.14
H 0.07 0.07 -0.05
H -0.12 -0.03 -0.02
H -0.14 -0.10 -0.01
H 0.05 -0.13 0.05
H 0.08 -0.04 -0.09
H 0.04 -0.02 0.04
H 0.05 -0.09 0.00
H -0.05 0.00 0.01
H -0.04 0.12 0.02
H 0.05 -0.06 -0.15
H -0.07 0.01 -0.13
H 0.00 -0.05 0.03
H -0.08 0.00 0.00
H 0.03 -0.12 -0.11
H 0.04 0.01 0.02
H -0.04 -0.06 -0.01
H 0.05 0.03 -0.14


(3)
# C21H35N3O7S

An isolated molecule of C21H35N3O7S (ωB97M-V with the def2-TZVPD basis set, OMol25).

Results
HOMO-LUMO gap = 0.362 hartree
Largest force on an atom = 1.12 eV/Å
Energy above the lowest of the compared OMol25 structures with the same formula, charge and spin = 0.00 kcal/mol
Total charge = 0
Structure (SMILES) = CCOC(=O)C1CCN(C(=O)C2CCN(S(=O)(=O)N3CCC4(CC3)OCCO4)CC2)CC1

CARTESIAN COORDINATES (ANGSTROEM)
C 6.511539 -5.425087 4.239143
C 4.994293 -5.531577 4.275006
O 4.376379 -4.276752 3.978809
C 4.216898 -3.961064 2.692589
O 4.551634 -4.669230 1.778569
C 3.573873 -2.588800 2.551757
C 3.367084 -2.221461 1.081215
C 2.256098 -3.070839 0.453673
N 1.034018 -2.956257 1.214876
C -0.175248 -2.486973 0.823491
O -1.117496 -2.481334 1.595216
C -0.305162 -1.995807 -0.619411
C 0.355128 -0.620857 -0.806737
C -0.443696 0.462788 -0.088982
N -1.783424 0.488085 -0.629550
S -2.591097 1.902408 -0.302445
O -2.301508 2.394326 1.010994
O -3.963556 1.717637 -0.667547
N -1.760597 2.880468 -1.379762
C -2.051240 2.593407 -2.767356
C -3.367354 3.210534 -3.241362
C -3.386537 4.709557 -2.943743
C -3.120935 4.935702 -1.443353
C -1.788235 4.292278 -1.063014
O -2.416563 5.373073 -3.738491
C -2.899274 6.668293 -4.015686
C -4.410357 6.594952 -3.706794
O -4.628093 5.251693 -3.341069
C -2.502862 -0.744376 -0.363306
C -1.779753 -1.906883 -1.039943
C 1.200437 -3.400817 2.585513
C 2.234809 -2.532924 3.297591
H 6.843040 -5.177416 3.233722
H 6.850966 -4.652575 4.924892
H 6.949532 -6.375493 4.529600
H 4.649903 -6.275958 3.549753
H 4.640353 -5.792195 5.274398
H 4.268529 -1.880090 3.016490
H 4.290377 -2.386984 0.525061
H 3.104306 -1.163630 1.017973
H 2.107033 -2.772145 -0.581139
H 2.574988 -4.119477 0.464419
H 0.182541 -2.726929 -1.273037
H 0.376322 -0.385138 -1.872680
H 1.378167 -0.619161 -0.431821
H -0.011900 1.449329 -0.262033
H -0.467669 0.272170 0.992735
H -2.086565 1.507788 -2.859150
H -1.225746 2.989125 -3.366819
H -4.202800 2.753155 -2.713194
H -3.488715 3.061716 -4.314148
H -3.929600 4.469112 -0.879899
H -3.098290 6.003661 -1.221363
H -1.611170 4.376970 0.009281
H -0.973530 4.773097 -1.614112
H -2.692736 6.886499 -5.065955
H -2.395543 7.412806 -3.386852
H -4.685390 7.271400 -2.888008
H -5.033859 6.810512 -4.576433
H -3.507949 -0.621239 -0.766441
H -2.569499 -0.933902 0.713836
H -2.290760 -2.833620 -0.778384
H -1.822338 -1.773416 -2.122564
H 0.229485 -3.328572 3.077771
H 1.525501 -4.447865 2.582824
H 2.363395 -2.875009 4.324074
H 1.880415 -1.500695 3.317317

Forces on the atoms, in the same order (eV/Å):
C -0.39 0.14 -0.06
C 0.30 -0.47 -0.06
O -0.07 0.17 0.27
C -0.07 0.37 -0.15
O 0.10 -0.15 -0.06
C 0.02 0.10 -0.04
C 0.06 -0.30 0.01
C 0.30 0.15 -0.30
N 0.18 -0.16 0.26
C 0.11 -0.12 -0.44
O -0.42 0.11 0.14
C -0.13 -0.06 -0.11
C -0.13 0.03 0.13
C 0.66 0.11 0.06
N -0.51 0.73 0.02
S 0.77 -0.12 -0.38
O 0.11 0.10 0.08
O -0.10 -0.21 -0.11
N -0.32 -0.69 0.83
C -0.28 -0.21 -0.56
C 0.08 0.49 -0.04
C -0.15 -0.41 0.30
C 0.13 0.03 -0.46
C -0.11 0.51 0.42
O 0.11 -0.38 0.06
C -0.11 0.34 -0.06
C 0.06 0.29 -0.02
O -0.01 -0.33 0.03
C -0.64 -0.37 0.04
C 0.07 0.10 0.31
C -0.22 0.19 0.42
C 0.03 -0.21 -0.02
H 0.06 -0.01 -0.05
H 0.07 0.03 0.08
H 0.08 -0.10 0.04
H -0.01 0.09 0.18
H 0.00 0.02 -0.14
H -0.02 -0.07 -0.02
H 0.00 0.06 -0.02
H 0.00 0.02 -0.01
H -0.04 -0.04 0.03
H -0.05 0.11 -0.11
H 0.01 0.09 0.07
H 0.07 0.01 -0.03
H 0.06 0.01 -0.03
H 0.19 -0.13 0.08
H 0.02 0.05 -0.03
H 0.11 0.06 -0.27
H 0.00 -0.12 0.05
H 0.01 0.03 -0.10
H -0.02 0.03 -0.03
H -0.06 0.09 0.03
H -0.04 0.06 0.02
H 0.11 0.21 -0.12
H -0.03 -0.08 0.10
H -0.01 0.04 0.11
H -0.05 -0.04 -0.10
H 0.01 -0.04 -0.11
H 0.05 0.05 0.09
H 0.03 -0.18 0.03
H -0.04 0.03 -0.15
H -0.03 0.01 -0.06
H -0.01 -0.02 -0.04
H 0.19 -0.11 -0.06
H -0.04 -0.02 0.00
H -0.03 0.06 0.01
H -0.02 0.02 0.03